[1]
19
Properties=species:S:1:pos:R:3 method="wB97M-V/def2-TZVPD" smiles=OCCCCCO largest_force_ev_per_a=2.08 molar_mass_g_mol=104.1 lumo_energy_ha=0.0338 total_energy_ha=-348.16202 relative_energy_ev=1.165 charge=0 orbital_gap_ev=11.175
C 2.34 0.25 0.66
O 2.67 -1.15 0.83
C 1.30 0.34 -0.45
C -0.09 0.01 0.09
C -1.21 0.26 -0.92
C -2.59 0.04 -0.37
O -2.81 -1.20 0.25
H 3.28 0.75 0.39
H 1.91 0.62 1.59
H 3.36 -1.17 1.48
H 1.33 1.30 -0.95
H 1.55 -0.48 -1.13
H -0.15 -1.04 0.37
H -0.24 0.62 0.99
H -1.05 -0.39 -1.80
H -1.13 1.29 -1.28
H -2.80 0.89 0.32
H -3.37 0.26 -1.11
H -2.27 -1.19 1.05

***

[2]
19
Properties=species:S:1:pos:R:3 method="wB97M-V/def2-TZVPD" smiles=CC[C@@H](O)[C@@H](C)O largest_force_ev_per_a=0.38 molar_mass_g_mol=104.1 lumo_energy_ha=0.0292 total_energy_ha=-348.18032 relative_energy_ev=0.667 charge=0 orbital_gap_ev=10.637
C -2.10 0.01 -1.71
C -1.46 0.02 -0.32
C 0.07 0.00 -0.39
O 0.59 1.02 -1.21
C 0.69 0.05 1.04
C 1.84 -0.94 1.20
O 1.11 1.40 1.25
H -1.80 0.90 -2.26
H -1.78 -0.86 -2.28
H -3.19 -0.01 -1.64
H -1.78 0.90 0.24
H -1.78 -0.86 0.25
H 0.37 -0.95 -0.86
H 0.89 1.71 -0.60
H -0.09 -0.19 1.77
H 2.60 -0.78 0.44
H 2.30 -0.86 2.19
H 1.46 -1.96 1.10
H 1.83 1.40 1.90

***

[3]
19
Properties=species:S:1:pos:R:3 method="wB97M-V/def2-TZVPD" smiles=CC[C@@H](O)CCO largest_force_ev_per_a=0.43 molar_mass_g_mol=104.1 lumo_energy_ha=0.0275 total_energy_ha=-348.17729 relative_energy_ev=0.749 charge=0 orbital_gap_ev=10.545
C -0.22 2.71 0.54
C -0.91 1.35 0.40
C 0.07 0.17 0.29
O 0.18 -0.42 1.57
C -0.39 -0.83 -0.77
C 0.60 -1.97 -1.00
O 0.66 -2.76 0.19
H -0.95 3.52 0.61
H 0.41 2.73 1.44
H 0.43 2.91 -0.33
H -1.57 1.38 -0.48
H -1.54 1.16 1.27
H 1.05 0.56 -0.03
H 0.49 -1.33 1.44
H -0.52 -0.30 -1.72
H -1.37 -1.24 -0.48
H 1.59 -1.55 -1.23
H 0.28 -2.58 -1.85
H 1.39 -3.39 0.10

***

[4]
19
Properties=species:S:1:pos:R:3 method="wB97M-V/def2-TZVPD" largest_force_ev_per_a=0.39 molar_mass_g_mol=104.1 lumo_energy_ha=0.0261 total_energy_ha=-347.97273 relative_energy_ev=6.315 charge=0 orbital_gap_ev=9.310
C -1.43 0.55 -2.23
C -0.09 0.60 -1.81
C -0.44 -0.09 0.11
O -1.50 -0.95 -0.27
C 1.03 -0.42 0.45
C 1.27 -0.11 1.93
O 0.51 -1.03 2.69
H -1.69 0.12 -3.20
H -1.79 -0.37 -1.44
H -2.03 1.44 -1.98
H 0.43 1.51 -1.54
H 0.57 -0.18 -2.21
H -0.76 0.92 0.42
H -0.89 -0.71 1.02
H 1.74 0.19 -0.14
H 1.24 -1.47 0.26
H 0.95 0.93 2.14
H 2.34 -0.18 2.17
H 0.53 -0.76 3.61

***

[5]
19
Properties=species:S:1:pos:R:3 method="wB97M-V/def2-TZVPD" smiles="C/C=C(/O)CCO.[H][H]" largest_force_ev_per_a=0.41 molar_mass_g_mol=104.1 lumo_energy_ha=0.0230 total_energy_ha=-348.12878 relative_energy_ev=2.069 charge=0 orbital_gap_ev=8.704
C -2.26 -1.63 -0.67
C -0.89 -1.81 -0.07
C 0.03 -0.87 0.16
O 1.24 -1.24 0.68
C -0.13 0.60 -0.15
C 0.41 1.53 0.94
O 1.83 1.38 0.99
H -2.33 -2.14 -1.64
H -3.03 -2.06 -0.02
H -2.52 -0.58 -0.83
H 2.53 1.30 -2.27
H -0.60 -2.83 0.19
H -1.18 0.84 -0.31
H 1.77 -0.44 0.83
H 0.40 0.84 -1.08
H 2.57 1.34 -1.53
H -0.04 1.28 1.91
H 0.15 2.57 0.70
H 2.16 1.81 1.79

***

[6]
19
Properties=species:S:1:pos:R:3 method="wB97M-V/def2-TZVPD" smiles="CC(C)CC=O.O" largest_force_ev_per_a=0.81 molar_mass_g_mol=104.1 lumo_energy_ha=0.0330 total_energy_ha=-348.17221 relative_energy_ev=0.887 charge=0 orbital_gap_ev=10.904
O -1.84 -1.33 0.76
C -0.66 -1.35 0.50
C 0.38 -0.44 1.07
C 0.81 0.65 0.04
C 0.87 0.23 -1.42
C 2.14 1.24 0.52
H -0.22 -2.09 -0.20
H 1.25 -1.07 1.32
H 0.06 0.08 1.96
H 0.07 1.46 0.14
H -0.07 -0.24 -1.74
H 1.05 1.10 -2.02
H 1.66 -0.50 -1.59
H 2.09 1.49 1.57
H 2.47 2.17 0.04
H 2.94 0.49 0.41
H -4.62 -0.21 0.17
H -3.90 -1.24 -0.78
O -4.46 -0.45 -0.75

***

[7]
19
Properties=species:S:1:pos:R:3 method="wB97M-V/def2-TZVPD" largest_force_ev_per_a=0.49 molar_mass_g_mol=104.1 lumo_energy_ha=0.0284 total_energy_ha=-348.16883 relative_energy_ev=0.979 charge=0 orbital_gap_ev=9.536
C 2.17 0.38 1.07
C 1.22 0.75 -0.07
C 0.40 -0.43 -0.52
O -0.91 -0.97 2.28
C -0.84 -0.42 -1.03
C -1.68 0.80 -1.29
O -1.40 -1.61 -1.41
H 1.61 0.01 1.93
H 2.87 -0.40 0.75
H 2.77 1.24 1.38
H 0.56 1.56 0.27
H 1.80 1.16 -0.91
H 0.87 -1.42 -0.43
H -0.61 -1.88 2.20
H -0.76 -0.62 1.39
H -1.71 1.03 -2.36
H -2.71 0.64 -0.95
H -1.29 1.67 -0.77
H -2.35 -1.50 -1.52